{
  "formula": "C5H13NO2",
  "method": "the ωB97M-V functional and the def2-TZVPD basis",
  "multiplicity": 1,
  "energy_ev": -10976.752,
  "homo_energy_ev": -9.121,
  "total_charge": 0,
  "e_above_lowest_kcal_mol": 118.24,
  "orbital_gap_ev": 9.103,
  "lumo_energy_ev": 0.0,
  "species": ["C", "N", "C", "C", "C", "O", "C", "H", "H", "H", "H", "H", "H", "H", "H", "H", "H", "H", "H", "H", "O"],
  "positions_angstrom": [[-1.2222, 0.4967, -1.6930], [-1.0884, 0.7387, -0.2848], [0.3458, 0.5322, 0.0272], [0.8786, -0.8807, -0.2354], [2.3184, -0.9448, -0.1875], [3.0724, 0.1103, -0.1056], [0.7743, 0.9713, 1.5167], [-0.9908, -0.5687, -1.7607], [-2.2773, 0.5746, -2.0327], [-0.5422, 0.9813, -2.3988], [-1.5822, 1.5023, 0.0929], [0.9158, 1.1599, -0.6821], [0.3135, -1.8164, -0.1617], [1.7637, -1.2353, 0.8040], [2.7467, -1.8220, -0.8370], [1.7736, 0.5639, 1.6929], [0.0627, 0.4586, 2.1943], [0.8166, 2.0574, 1.7382], [-2.9210, -1.6883, 0.9463], [-2.2071, -0.4600, 0.3615], [-2.9510, -0.7310, 1.0051]]
}


{
  "formula": "C5H13NO2",
  "method": "the ωB97M-V functional and the def2-TZVPD basis",
  "multiplicity": 1,
  "energy_ev": -10979.082,
  "homo_energy_ev": -9.288,
  "total_charge": 0,
  "e_above_lowest_kcal_mol": 64.50,
  "orbital_gap_ev": 9.889,
  "lumo_energy_ev": 0.6,
  "smiles": "CC(C)N(C)C=O.O",
  "species": ["C", "N", "C", "C", "C", "C", "O", "H", "H", "H", "H", "H", "H", "H", "H", "H", "H", "H", "H", "H", "O"],
  "positions_angstrom": [[-0.9766, -1.0772, 0.2994], [-0.2298, -0.0706, 0.7021], [0.8743, -0.3416, 1.5680], [-1.5919, 1.7044, -0.2500], [-0.2265, 1.3228, 0.1939], [0.7904, 1.4024, -0.8829], [-1.8930, -0.9921, -0.5675], [-0.7848, -2.1378, 0.7202], [1.2872, 0.4443, 2.1242], [0.4485, -0.9411, 2.5919], [1.7324, -0.9086, 1.1776], [-1.8489, 2.7705, -0.2217], [-2.0236, 1.1729, -1.1638], [-2.2700, 1.2862, 0.5319], [0.0859, 2.0286, 0.9987], [0.9058, 0.6344, -1.6316], [1.7483, 1.6064, -0.6795], [0.4996, 2.1789, -1.6900], [3.2514, -2.0293, -0.8084], [2.0614, -0.9744, -0.7035], [2.3053, -1.8456, -0.8989]]
}